# C11H15NO

The molecule C11H15NO at a distorted geometry (ωB97M-V/def2-TZVPD, the Open Molecules 2025 dataset).

```
28
Properties=species:S:1:pos:R:3:forces:R:3:nbo_charge:R:1
C 2.06385 -0.43502 -2.00619 -0.55 -0.99 1.31 0.304
C -0.02467 -0.24550 -2.21197 0.67 2.45 1.48 -0.081
C 0.38387 0.85780 -1.50703 0.40 0.51 -2.25 0.228
C -0.23771 2.17042 -1.06846 2.77 1.64 -0.89 -0.434
C -1.20734 1.86725 -0.00731 0.81 -2.03 1.25 -0.403
C -0.59695 0.97428 1.08797 -0.13 -0.02 -0.23 -0.428
C 0.25019 -1.16630 1.75885 -0.40 0.31 1.11 -0.147
C -1.36640 -1.28924 -0.00752 -1.28 2.57 0.48 -0.209
C -0.59712 -0.52532 0.97553 0.51 -0.53 -0.50 -0.055
C 1.17431 -0.52870 2.69852 1.32 1.66 -2.19 -0.651
C -1.08125 -2.44190 -0.52504 0.33 -2.56 -1.15 -0.370
N 1.01628 -1.06014 -2.34739 0.38 -2.51 -2.57 -0.471
O 1.76068 0.72072 -1.43359 0.53 1.57 1.04 -0.416
H 2.98444 -0.97683 -1.92951 0.79 0.81 0.15 0.198
H 0.65249 2.86929 -0.63985 -1.96 -1.73 -0.87 0.225
H -0.68449 2.81175 -1.89587 0.54 -1.13 0.71 0.232
H -1.46824 2.70866 0.50632 -1.01 2.60 1.05 0.211
H -2.09146 1.40849 -0.35218 -1.15 -0.43 -0.75 0.201
H 0.44891 1.25086 1.21424 0.11 0.32 -0.05 0.212
H -1.05686 1.22091 2.03777 -0.25 0.16 0.32 0.218
H 0.28288 -2.20252 1.85852 -0.31 -1.78 -0.54 0.195
H -2.17982 -0.67151 -0.38975 -0.34 -0.61 -0.16 0.187
H 0.74271 0.20982 3.34096 -0.35 0.17 0.80 0.217
H 1.78853 0.11431 1.96514 0.06 -0.80 1.43 0.211
H 1.77167 -1.27121 3.18213 0.49 -0.03 0.55 0.219
H -0.89783 -0.45024 -2.71959 -1.99 -0.36 -0.30 0.209
H -1.66224 -2.94389 -1.32642 0.22 0.62 0.70 0.203
H -0.16845 -2.97622 -0.25827 -0.21 0.13 0.07 0.195
```
Positions in Å, forces in eV/Å.

The structure (SMILES) is C=C/C(=C/C)CCCc1cnco1. As for the energy above the lowest of the compared OMol25 structures with the same formula, charge and spin: 322.5 kJ/mol. The calculation puts the lowest unoccupied orbital energy at 0.90 eV. For the frontier orbital gap, the calculation gives 9.1 eV. Its total energy is -558.0230 a.u. As for the charge: 0.

---

# C2H6N4O

A cluster of 3 separate species, C2H6N4O in total at a distorted geometry (ωB97M-V/def2-TZVPD, the Open Molecules 2025 dataset).

```
13
Properties=species:S:1:pos:R:3:forces:R:3:nbo_charge:R:1
C -0.44434 0.77168 -0.01585 0.34 2.84 0.96 0.556
C 1.72545 -0.43831 -0.22008 3.14 1.36 1.19 0.503
H -0.98681 -2.33892 -0.61814 -1.70 1.91 2.40 0.351
H -0.35784 -1.90682 1.11053 -4.24 0.47 -2.87 0.312
H -2.33918 0.11830 -0.02795 1.13 -0.43 -0.32 0.408
H -0.29801 2.96569 0.00990 -0.40 -3.17 -0.02 0.396
H 1.45783 1.86777 0.30271 -2.01 -5.56 0.41 0.445
H 1.05424 -1.16951 -0.90143 1.91 1.13 1.51 0.143
N -1.50315 -1.76064 0.22772 6.96 0.30 0.33 -0.575
N -1.40125 -0.29334 -0.20929 -0.61 0.28 0.40 -0.516
N -0.80312 2.01003 -0.03012 -2.04 0.16 -0.64 -0.802
N 0.90542 0.60261 0.34451 3.38 1.40 -1.62 -0.654
O 2.99076 -0.42854 0.02748 -5.88 -0.70 -1.73 -0.566
```
Positions in Å, forces in eV/Å.

As for the energy above the lowest of the compared OMol25 structures with the same formula, charge and spin: 704.8 kJ/mol. The calculation puts the lowest unoccupied orbital energy at -0.24 eV. For the frontier orbital gap, the calculation gives 9.1 eV. Its total energy is -373.8419 a.u. As for the charge: 0.

---

# C28H44ClF5N2O9S2

A cluster of 3 separate species, C28H44ClF5N2O9S2 in total at a distorted geometry (ωB97M-V/def2-TZVPD, the Open Molecules 2025 dataset).

```
91
Properties=species:S:1:pos:R:3:forces:R:3:lowdin_charge:R:1
O -2.73626 -2.34637 -1.38187 -0.44 -0.46 0.54 0.205
C -2.29577 -1.60220 -2.18106 0.39 0.22 -0.42 -0.374
O -1.19970 -1.89193 -2.94595 0.09 -0.35 0.02 0.173
C -0.92987 -0.82689 -3.78046 -0.35 0.15 0.24 -0.412
O -0.03645 -0.81853 -4.54077 0.67 -0.04 -0.48 0.224
C -1.94760 0.21367 -3.48453 -0.35 0.03 0.42 -0.120
S -1.99355 1.76951 -4.27881 -0.08 0.22 -0.89 0.790
O -1.58452 1.59799 -5.63348 0.15 -0.03 0.19 -0.212
O -3.22357 2.42918 -3.97647 -0.07 -0.09 0.46 -0.239
C -0.66376 2.78763 -3.46207 0.08 0.46 -0.23 -0.444
F 0.53852 2.35174 -3.87328 -0.45 0.05 0.24 0.144
F -0.88398 4.03683 -3.93022 0.26 -0.53 0.16 0.136
C -0.69749 2.84812 -1.91229 0.19 0.13 0.09 -0.544
F -0.73690 1.60271 -1.39410 0.11 0.43 -0.05 0.163
F 0.41750 3.44985 -1.48221 -0.47 -0.18 -0.05 0.182
F -1.76451 3.52435 -1.49693 0.33 -0.28 -0.05 0.192
C -2.77087 -0.22404 -2.52497 -0.06 0.41 -0.25 -0.061
C -3.93579 0.36441 -1.81930 -0.36 -0.41 0.05 -0.095
C -5.18334 0.54452 -2.72997 0.33 0.02 0.19 -0.153
C -6.02142 1.77485 -2.33405 -0.07 -0.39 -0.20 -0.196
C -6.35930 2.70479 -3.50355 -0.48 -0.10 0.33 -0.273
S -5.75433 4.37569 -3.27036 0.56 -0.17 -0.23 0.331
O -5.42377 4.93170 -4.53899 -0.22 0.12 -0.04 -0.321
O -4.82541 4.43415 -2.18911 -0.04 0.05 0.10 -0.344
Cl -7.45366 5.29496 -2.60598 -0.13 0.16 0.06 0.391
H -4.18908 -0.33983 -1.02643 0.04 0.11 0.15 0.127
H -3.66701 1.30598 -1.34386 0.15 0.14 -0.18 0.126
H -5.79206 -0.35454 -2.64900 0.01 -0.06 -0.07 0.119
H -4.84436 0.60766 -3.75893 -0.12 0.14 -0.12 0.097
H -6.95430 1.41981 -1.89970 -0.04 0.12 0.09 0.117
H -5.50593 2.33836 -1.56283 0.01 0.08 0.05 0.095
H -5.98082 2.38466 -4.46964 0.28 0.04 0.00 0.102
H -7.43770 2.81465 -3.59303 0.02 0.06 -0.18 0.079
C -1.58441 -5.74220 3.68186 -0.06 0.05 -0.12 -0.026
C -0.81724 -6.71605 2.75230 -0.52 0.25 0.77 -0.484
C 0.69196 -6.48627 2.85007 0.31 0.07 -0.19 -0.137
C 1.16122 -5.19758 2.17654 -0.11 -0.01 -0.03 -0.172
C 0.67686 -5.13689 0.72765 0.30 -0.17 0.19 -0.131
C -0.83443 -5.32534 0.59653 -0.52 0.83 -0.10 -0.487
N -1.25267 -6.56496 1.32735 1.30 -0.53 -0.38 -0.095
O -0.99114 -7.62525 0.63883 -0.50 0.17 0.11 -0.022
C -1.56382 -4.07812 1.12643 0.05 -0.15 0.30 -0.035
C -1.21676 -5.46675 -0.86936 0.05 -0.22 -0.17 -0.038
C -1.14716 -8.12763 3.22040 0.04 -0.24 -0.16 -0.049
H -1.89024 -6.25153 4.59457 0.10 -0.07 0.01 0.079
H -0.98514 -4.88314 3.98273 -0.01 0.03 -0.07 0.074
H -2.49423 -5.37466 3.21199 -0.01 -0.03 -0.01 0.077
H 1.20815 -7.33076 2.38286 -0.09 -0.03 -0.04 0.125
H 0.97679 -6.49023 3.90457 -0.04 -0.01 0.04 0.125
H 0.81137 -4.32349 2.73232 -0.03 0.00 0.00 0.101
H 2.25150 -5.15191 2.19886 0.01 0.00 0.01 0.112
H 0.95032 -4.18120 0.27525 -0.04 0.03 -0.03 0.124
H 1.18654 -5.91504 0.15126 -0.09 -0.06 0.00 0.126
H -2.64255 -4.23637 1.13999 -0.01 0.00 -0.03 0.094
H -1.36153 -3.23001 0.47811 0.06 -0.06 -0.15 0.067
H -1.24579 -3.78978 2.12531 -0.03 -0.04 0.01 0.061
H -0.67709 -6.27715 -1.35413 -0.03 -0.03 0.07 0.081
H -0.97840 -4.53974 -1.38821 -0.01 0.07 0.03 0.073
H -2.28617 -5.65195 -0.97713 0.00 0.00 0.02 0.095
H -2.21468 -8.33048 3.12269 0.00 0.02 -0.01 0.094
H -0.87434 -8.21891 4.27156 0.00 0.05 0.04 0.086
H -0.60168 -8.88377 2.66093 -0.04 0.04 -0.06 0.078
C 5.14678 2.32330 0.38604 0.08 0.06 0.11 -0.024
C 3.88411 2.90646 1.07011 0.55 -0.72 -0.51 -0.481
C 3.23920 3.97961 0.19327 -0.14 0.39 -0.04 -0.145
C 4.02986 5.28561 0.14055 0.06 -0.07 0.09 -0.168
C 4.31016 5.80417 1.55118 -0.30 0.03 -0.23 -0.132
C 4.99009 4.76575 2.44354 0.96 0.08 0.08 -0.497
N 4.21221 3.48625 2.40972 -1.20 0.83 -0.14 -0.096
O 3.16732 3.55244 3.16539 0.42 -0.32 0.09 -0.021
C 6.44633 4.56091 1.99254 -0.05 -0.12 -0.10 -0.037
C 5.05169 5.26314 3.88118 -0.20 0.03 0.17 -0.043
C 2.90931 1.74979 1.25314 -0.24 0.02 0.21 -0.046
H 4.92104 1.36096 -0.07075 -0.12 0.03 -0.04 0.080
H 5.53540 2.96623 -0.40337 0.03 0.05 0.05 0.075
H 5.94465 2.14566 1.10408 -0.02 -0.02 0.02 0.078
H 2.23702 4.19570 0.57669 0.03 -0.05 0.10 0.120
H 3.10716 3.57672 -0.81340 0.02 -0.07 0.00 0.119
H 4.96541 5.14739 -0.40799 0.01 -0.02 0.02 0.102
H 3.46189 6.03269 -0.41652 0.00 0.00 -0.01 0.114
H 4.93955 6.69545 1.50944 0.04 0.00 0.03 0.124
H 3.36468 6.10768 2.01100 0.00 -0.09 0.06 0.126
H 6.91179 3.74859 2.55175 0.00 0.00 0.01 0.091
H 7.01131 5.47153 2.19090 -0.05 0.04 0.06 0.088
H 6.55251 4.35149 0.93164 -0.03 -0.02 0.01 0.061
H 4.06925 5.52383 4.26745 -0.01 -0.07 -0.03 0.079
H 5.67923 6.15329 3.92069 0.05 0.01 -0.04 0.087
H 5.48792 4.50735 4.53540 -0.01 -0.02 -0.01 0.092
H 3.33044 0.98447 1.90677 0.01 0.01 0.00 0.094
H 2.71539 1.30154 0.27849 0.05 0.00 -0.05 0.084
H 1.96013 2.07568 1.67318 0.06 0.02 0.06 0.077
```
Positions in Å, forces in eV/Å.

As for the energy above the lowest of the compared OMol25 structures with the same formula, charge and spin: 0.0 kJ/mol. The spin multiplicity is 3. The calculation puts the lowest unoccupied orbital energy (alpha / beta) at -2.17 / -2.17 eV. For the frontier orbital gap (alpha / beta), the calculation gives 6.1 / 7.1 eV. Its total energy is -3635.7286 a.u. As for the charge: 0.

---

# C4H14N2O

A cluster of 2 separate species, C4H14N2O in total at a distorted geometry (ωB97M-V/def2-TZVPD, the Open Molecules 2025 dataset).

```
21
Properties=species:S:1:pos:R:3:forces:R:3:nbo_charge:R:1
C -0.56007 -0.98246 -2.98331 0.74 -1.17 -0.32 -0.625
C -0.15912 -0.89131 -1.49203 -4.28 1.40 -0.93 -0.050
C -0.87819 0.45285 -1.07837 0.23 -0.70 -0.63 -0.424
C -1.05736 0.72123 0.39740 1.84 3.61 0.84 -0.236
N 0.18597 1.40211 0.99460 -0.24 -1.29 -0.22 -0.844
N 1.21850 -0.78717 -1.16595 1.61 -1.91 0.68 -0.856
H -1.62912 -1.10212 -3.24411 0.44 0.06 0.71 0.215
H -0.20306 -0.12477 -3.51646 0.27 0.68 -0.38 0.193
H -0.03518 -1.83936 -3.39690 0.03 -0.25 -0.38 0.199
H -0.78660 -1.73601 -1.04711 1.73 0.81 0.25 0.199
H -1.89508 0.53128 -1.44303 -0.30 -0.76 -0.68 0.207
H -0.35918 1.23268 -1.73801 -0.36 -0.41 1.63 0.197
H -1.90875 1.43442 0.52717 0.56 -0.58 0.04 0.184
H -1.16968 -0.05457 1.13733 -0.48 -0.98 -0.61 0.213
H 0.49326 2.22164 0.49031 -0.52 0.33 -0.33 0.337
H 0.90310 0.71934 0.73046 0.08 0.22 0.47 0.357
H 1.74546 -1.66265 -1.27480 -0.70 0.10 0.30 0.366
H 1.81138 -0.16935 -1.69359 -0.66 0.85 -0.44 0.368
H 1.45760 0.18726 7.40150 0.00 0.11 -0.41 0.470
H 1.45232 0.59514 5.89601 0.01 0.15 0.15 0.474
O 1.37377 -0.14817 6.49889 -0.01 -0.26 0.24 -0.944
```
Positions in Å, forces in eV/Å.

The structure (SMILES) is C[C@@H](N)CCN.O. As for the energy above the lowest of the compared OMol25 structures with the same formula, charge and spin: 187.3 kJ/mol. The calculation puts the lowest unoccupied orbital energy at 1.05 eV. For the frontier orbital gap, the calculation gives 9.8 eV. Its total energy is -345.5048 a.u. As for the charge: 0.

---

# C3H4N2O

The molecule C3H4N2O at a distorted geometry (ωB97M-V/def2-TZVPD, the Open Molecules 2025 dataset).

```
10
Properties=species:S:1:pos:R:3:forces:R:3:nbo_charge:R:1
O -0.48093 -1.31084 1.82349 0.21 0.43 -0.49 -0.579
C -0.27446 -0.64682 0.83470 -0.33 -0.16 -0.09 0.755
N 0.42862 0.66321 0.80096 -0.02 1.22 -0.01 -0.686
C 0.60792 1.20396 -0.66859 0.22 -0.86 -0.66 -0.219
C -0.07576 0.22668 -1.29708 0.25 0.30 -0.15 -0.229
N -0.55263 -0.83562 -0.46834 -0.08 -0.15 0.35 -0.598
H 1.24336 0.72460 1.40395 0.02 -0.12 -0.05 0.438
H -0.11379 1.54000 0.92418 -0.32 -0.82 0.89 0.473
H -0.27898 0.16908 -2.35757 -0.02 0.01 0.13 0.219
H -1.02229 -1.67051 -0.78477 0.07 0.14 0.07 0.426
```
Positions in Å, forces in eV/Å.

As for the energy above the lowest of the compared OMol25 structures with the same formula, charge and spin: 318.7 kJ/mol. The calculation puts the lowest unoccupied orbital energy at 0.55 eV. For the frontier orbital gap, the calculation gives 9.2 eV. Its total energy is -301.3658 a.u. As for the charge: 0.

---

# C10H17CaNSe2Te4

A structure of composition C10H17CaNSe2Te4 (ωB97M-V/def2-TZVPD, the Open Molecules 2025 dataset).

```
35
Properties=species:S:1:pos:R:3:forces:R:3:nbo_charge:R:1
Ca 0.19745 -0.86651 -2.18940 -0.69 -0.04 0.39 1.569
Te -1.00840 1.50577 -3.34547 -0.08 0.53 -0.28 -0.759
Te -3.03439 -0.28804 -3.70761 0.20 -0.03 0.22 -0.077
Te -1.80781 -2.33510 -4.97850 0.13 0.05 0.04 -0.056
Te -0.45638 -3.60401 -2.97811 0.05 -0.45 -0.03 -0.755
C 2.47050 -3.02367 2.28019 -0.01 0.11 0.08 -0.772
Se 1.96180 -2.45215 0.49952 0.04 -0.11 -0.31 0.243
C 3.53689 -1.36396 0.10900 0.02 -0.02 0.17 -0.587
C 3.37629 0.09783 0.52476 -0.02 -0.16 -0.08 -0.571
Se 2.45327 0.90984 -0.98084 -0.03 0.10 -0.23 0.222
C 1.98167 2.65312 -0.29292 -0.09 0.01 0.09 -0.775
H 3.41386 -3.55897 2.22039 0.00 -0.01 0.02 0.225
H 1.69239 -3.69698 2.62972 -0.01 0.00 0.01 0.241
H 2.54604 -2.17341 2.95245 0.02 -0.01 0.03 0.219
H 3.70311 -1.42563 -0.96787 0.06 -0.14 0.00 0.230
H 4.37879 -1.86633 0.58177 0.05 0.12 0.10 0.239
H 4.32720 0.60725 0.67031 0.06 -0.07 -0.06 0.229
H 2.77557 0.19784 1.42639 -0.03 0.02 0.02 0.223
H 1.54882 2.54963 0.69899 -0.01 0.05 0.00 0.223
H 1.24473 3.07708 -0.97182 -0.01 -0.04 0.00 0.258
H 2.87063 3.27546 -0.26798 -0.01 0.02 0.03 0.230
N -1.37821 -1.01256 0.01823 0.50 0.39 -0.22 -0.888
C -2.19890 0.12260 0.27364 -0.15 -0.16 -0.05 0.138
C -1.62295 1.34158 0.59831 0.02 0.00 0.10 -0.209
C -2.41734 2.46089 0.78160 -0.01 0.05 0.02 -0.202
C -3.79534 2.37734 0.63795 0.04 -0.06 -0.03 -0.235
C -4.36897 1.15411 0.31922 0.01 0.02 0.02 -0.185
C -3.57773 0.02879 0.14051 -0.04 0.02 -0.02 -0.252
H -1.87166 -1.88912 0.11422 0.00 -0.08 -0.14 0.402
H -0.55388 -1.02105 0.61005 -0.10 -0.12 0.19 0.383
H -0.54661 1.40584 0.70617 0.05 0.03 -0.04 0.187
H -1.95490 3.40886 1.02705 0.00 -0.01 0.00 0.211
H -4.41368 3.25561 0.76738 0.01 -0.02 0.01 0.216
H -5.44250 1.07029 0.20849 0.01 0.00 -0.01 0.216
H -4.02936 -0.92226 -0.11579 0.01 0.01 -0.03 0.220
```
Positions in Å, forces in eV/Å.

As for the energy above the lowest of the compared OMol25 structures with the same formula, charge and spin: 0.0 kJ/mol. The calculation puts the lowest unoccupied orbital energy at -0.20 eV. For the frontier orbital gap, the calculation gives 6.4 eV. Its total energy is -6998.6446 a.u. As for the charge: 0.